{"formula": "C46H83N3O14S", "method": "the ωB97M-V functional and the def2-TZVPD basis", "elements": ["H", "H", "H", "C", "C", "H", "H", "H", "O", "O", "C", "C", "O", "H", "C", "C", "H", "H", "H", "C", "C", "H", "H", "C", "C", "H", "C", "H", "H", "H", "H", "H", "S", "H", "C", "H", "H", "H", "C", "C", "H", "C", "O", "H", "H", "H", "C", "H", "H", "C", "O", "H", "H", "C", "H", "H", "H", "C", "H", "H", "H", "C", "H", "H", "C", "C", "C", "H", "C", "N", "H", "H", "H", "H", "H", "C", "H", "H", "H", "O", "C", "H", "H", "H", "H", "C", "C", "N", "H", "H", "H", "C", "H", "C", "O", "C", "O", "H", "H", "H", "H", "H", "H", "H", "O", "H", "C", "H", "O", "C", "O", "H", "H", "C", "C", "H", "H", "H", "C", "H", "C", "H", "H", "N", "C", "C", "H", "O", "C", "C", "O", "C", "C", "H", "H", "C", "H", "H", "H", "H", "O", "H", "H", "H", "C", "H", "C"], "positions_angstrom": [[1.287, 4.962, -2.074], [5.841, 6.852, 5.279], [0.385, 2.614, 0.466], [4.451, 3.789, 1.432], [-12.237, -8.586, -1.722], [3.282, 3.752, 1.496], [3.908, -1.562, 0.614], [-6.708, -5.474, -3.533], [-5.328, -4.011, -4.027], [2.207, 6.760, 4.992], [-5.541, -3.104, -3.042], [-0.680, 2.082, -1.481], [-11.447, -5.562, -1.322], [2.699, 3.971, -0.743], [-1.611, 2.290, 2.591], [10.238, -2.603, -3.103], [2.331, 5.908, 3.029], [0.638, 1.733, 2.617], [-9.277, -4.549, -2.756], [-6.478, -4.788, -4.354], [0.351, 4.010, 2.999], [-3.557, -2.912, -0.267], [-5.339, 1.420, 3.559], [-2.880, 1.865, 3.549], [-4.710, 2.032, 1.298], [7.718, -1.049, -8.579], [5.838, -2.760, 0.416], [4.341, -2.648, 2.190], [7.040, 1.610, 2.803], [-8.822, -4.959, 2.077], [-3.489, -0.923, -1.805], [8.439, 0.279, -6.543], [-5.661, 2.429, -1.194], [5.819, 1.016, 0.040], [-0.080, 2.447, 3.240], [7.184, 3.217, 1.796], [1.404, 2.295, -3.161], [-11.491, -9.234, -2.194], [2.924, 4.504, -3.750], [5.024, 2.384, 2.053], [-6.247, -5.380, -5.245], [-4.395, -2.213, -0.349], [-6.811, -4.819, 2.628], [-12.416, -7.754, -2.411], [0.459, 2.969, -4.654], [4.973, 5.280, -0.211], [7.718, -0.545, -6.475], [-1.700, 2.883, -3.422], [-12.456, -7.405, 0.093], [2.170, 5.548, 4.154], [10.105, -1.245, -5.393], [-4.971, -1.730, 4.851], [4.818, 4.706, 2.103], [6.640, 2.172, 1.836], [-6.792, -3.603, 6.457], [-5.250, -0.857, -1.821], [-7.729, -6.187, 1.411], [4.761, -1.937, 1.353], [10.614, -3.423, -3.724], [4.966, 5.649, 4.104], [3.036, 3.632, -4.524], [3.583, 7.168, 5.318], [0.276, 1.377, -1.537], [0.584, 4.235, 5.354], [0.669, 3.143, -3.491], [4.945, 6.753, 4.503], [-9.031, -4.495, -1.690], [-0.542, 4.563, 2.435], [-7.960, -5.595, 2.301], [-5.989, 1.998, 0.484], [-0.099, 5.757, 4.402], [-0.982, 4.267, -2.358], [2.992, 4.747, 4.432], [7.465, 1.897, -0.275], [10.081, -2.982, -2.089], [-4.406, 1.737, 2.885], [-2.906, 0.643, 5.305], [8.894, -1.965, -7.618], [-5.310, -2.796, -0.199], [-4.361, -2.500, -2.762], [-5.878, -3.020, 6.307], [5.194, -0.981, 1.870], [-1.610, 1.349, -1.531], [-0.041, 2.091, 4.359], [5.224, -3.661, -0.069], [1.393, 4.583, -3.175], [6.301, -1.790, -0.825], [-3.908, 2.649, -1.022], [10.968, -1.788, -3.056], [3.100, 5.511, -4.367], [-7.986, -4.189, -1.592], [-0.620, 2.945, -0.085], [-0.566, 4.107, -0.224], [4.101, 4.456, -2.613], [-5.843, -3.307, 3.893], [-7.024, -3.911, 3.613], [7.815, -1.204, -5.207], [-13.171, -9.143, -1.607], [7.805, -0.197, -1.455], [7.372, -0.731, 1.751], [0.826, 5.388, -3.850], [-8.190, -6.282, 3.122], [5.949, 3.681, -0.422], [-5.806, -2.283, 7.111], [-6.609, -2.889, -2.487], [4.384, 1.437, 1.708], [7.888, -1.535, -7.614], [4.851, 2.446, 3.232], [3.740, 7.994, 6.385], [7.728, -1.016, -0.592], [8.984, -2.151, -3.607], [7.187, -2.369, -7.506], [8.669, -1.702, -0.708], [-1.845, 2.559, 0.966], [-5.876, -2.339, 4.949], [-2.922, 2.350, 5.642], [4.515, 5.536, -2.411], [6.744, -3.214, 1.000], [9.071, -1.499, -4.793], [-9.656, -3.751, -1.187], [-11.739, -8.087, -0.377], [-4.324, -1.476, 0.455], [3.697, 2.478, -1.343], [-2.579, 1.592, 5.012], [7.759, -0.127, 0.823], [6.882, 1.226, 0.518], [5.009, 3.853, -3.099], [-9.173, -5.783, -1.096], [-10.459, -6.204, -0.998], [-0.780, 3.148, -2.724], [-10.454, -7.467, -0.508], [4.886, 4.093, -0.120], [0.670, 4.860, 4.367], [8.893, 0.156, 1.059], [1.259, 4.025, 2.261], [-3.399, 2.424, 0.389], [5.149, 7.532, 3.639], [6.404, -2.394, -1.842], [-7.340, -4.152, -4.579], [6.718, -0.102, -6.527], [-8.091, -3.696, 4.168], [-5.039, -3.719, 6.388], [-11.613, -8.939, 0.300], [5.412, -1.021, -1.012], [-4.394, -1.532, -1.706], [-6.732, -1.664, 4.834], [3.715, 3.661, -1.233]], "lowdin_charge": [0.102, 0.110, 0.099, -0.210, -0.070, 0.080, 0.087, 0.097, 0.001, -0.095, -0.531, -0.198, 0.108, 0.088, -0.040, -0.054, 0.144, 0.114, 0.099, -0.048, -0.210, 0.085, 0.097, -0.162, -0.231, 0.080, -0.254, 0.078, 0.112, 0.098, 0.118, 0.125, 0.854, 0.102, -0.160, 0.118, 0.100, 0.081, -0.222, -0.223, 0.096, -0.055, -0.007, 0.075, 0.124, 0.113, -0.220, 0.112, 0.125, -0.202, 0.108, 0.113, 0.097, -0.212, 0.077, 0.109, 0.093, -0.152, 0.101, 0.056, 0.110, -0.275, 0.114, 0.122, -0.223, -0.031, -0.049, 0.123, -0.047, -0.317, 0.125, 0.111, 0.132, 0.114, 0.083, 0.032, 0.077, 0.075, 0.074, 0.030, -0.069, 0.051, 0.095, 0.105, 0.112, -0.227, -0.223, -0.311, 0.101, 0.112, 0.065, -0.170, 0.115, -0.217, 0.021, -0.548, 0.019, 0.080, 0.114, 0.097, 0.120, 0.101, 0.104, 0.079, 0.086, 0.111, -0.069, 0.105, -0.052, -0.206, -0.026, 0.082, 0.093, -0.030, -0.224, 0.087, 0.110, 0.110, -0.548, 0.105, -0.221, 0.075, 0.121, -0.004, -0.202, -0.236, 0.122, -0.021, -0.552, -0.215, 0.017, -0.204, -0.141, 0.121, 0.076, -0.159, 0.109, 0.113, 0.097, 0.123, 0.107, 0.082, 0.122, 0.104, -0.216, 0.125, -0.202], "orbital_gap_ev": 6.651, "homo_energy_ev": -8.228}

{"formula": "C3H2BrO2S", "method": "the ωB97M-V functional and the def2-TZVPD basis", "elements": ["C", "O", "Br", "C", "H", "O", "C", "H", "S"], "positions_angstrom": [[0.099, 0.010, 0.281], [2.719, 0.703, 1.043], [-2.685, 1.167, 0.028], [-1.253, -0.200, -0.407], [-0.625, -1.999, 1.075], [1.949, 1.427, -1.068], [-0.614, -1.071, 0.578], [-1.544, -0.328, -1.361], [1.954, 0.292, -0.170]], "nbo_charge": [-0.203, -1.018, -0.220, -0.240, 0.207, -1.013, -0.268, 0.186, 1.569], "charge": -1, "orbital_gap_ev": 7.505, "homo_energy_ev": -4.050}

{"formula": "C16H20BrN5O2Os", "method": "the ωB97M-V functional and the def2-TZVPD basis", "elements": ["H", "N", "H", "H", "H", "H", "C", "H", "H", "H", "C", "N", "H", "C", "H", "C", "H", "H", "N", "O", "H", "O", "C", "Br", "C", "C", "H", "C", "C", "Os", "H", "C", "C", "H", "H", "N", "C", "C", "H", "H", "N", "C", "C", "C", "H"], "positions_angstrom": [[-3.503, 0.693, -2.310], [-0.997, 2.121, -0.072], [-0.408, -6.187, -0.135], [5.118, 1.654, 0.398], [-2.803, 4.023, 2.121], [-3.191, -0.367, -0.211], [2.317, 0.707, 1.172], [-0.960, -1.998, 2.552], [-1.814, 0.240, -2.683], [2.917, 1.529, 3.486], [-0.013, -2.689, -1.911], [-0.512, -1.786, 0.418], [-2.442, 6.510, -0.347], [-2.252, 3.750, 1.229], [0.096, -6.025, -2.563], [-0.817, 3.047, -1.068], [4.516, 0.745, 3.366], [0.117, -1.736, -2.413], [1.199, 0.507, 0.824], [-2.577, 5.859, 0.364], [4.294, 2.420, 2.773], [-2.405, -0.134, -0.723], [-0.313, -2.787, -0.553], [-1.727, 0.992, 2.167], [-2.729, -0.057, -2.177], [0.124, -3.882, -2.616], [-0.879, -4.438, 2.150], [-1.702, 2.549, 1.011], [-0.449, -4.029, 0.058], [-0.564, 0.147, 0.181], [4.296, 0.242, -0.329], [-1.317, 4.308, -0.973], [-2.053, 4.695, 0.172], [-3.056, -1.038, -2.506], [-1.145, 5.013, -1.778], [3.502, 0.916, 1.531], [3.827, 1.445, 2.900], [4.655, 0.689, 0.592], [0.356, -3.858, -3.673], [-0.247, 2.731, -1.932], [-0.723, -3.747, 1.417], [-0.765, -2.463, 1.597], [-0.021, -5.117, -1.985], [-0.307, -5.221, -0.614], [5.353, 0.023, 1.094]], "nbo_charge": [0.244, -0.562, 0.284, 0.266, 0.317, 0.543, 0.726, 0.252, 0.202, 0.235, -0.208, -0.483, 0.545, -0.287, 0.282, 0.093, 0.268, 0.223, -0.521, -0.530, 0.267, -0.721, 0.103, 0.474, -0.247, -0.142, 0.490, 0.193, 0.078, 1.260, 0.236, -0.286, 0.491, 0.245, 0.292, -0.304, -0.399, -0.399, 0.274, 0.253, -0.384, 0.318, -0.108, -0.138, 0.268], "charge": 4, "orbital_gap_ev": [4.698, 4.690], "homo_energy_ev": [-20.675, -20.672]}

{"formula": "C26H57BFINO8", "method": "the ωB97M-V functional and the def2-TZVPD basis", "elements": ["H", "H", "C", "C", "C", "H", "C", "C", "H", "O", "C", "H", "H", "H", "H", "H", "H", "H", "H", "C", "O", "H", "C", "H", "H", "H", "H", "H", "F", "H", "H", "C", "H", "C", "H", "H", "H", "H", "C", "C", "H", "O", "N", "H", "I", "H", "H", "O", "H", "H", "C", "H", "C", "H", "C", "H", "H", "O", "H", "C", "H", "H", "H", "O", "H", "H", "C", "H", "H", "C", "O", "C", "C", "C", "H", "O", "H", "C", "H", "C", "H", "H", "C", "H", "H", "H", "H", "H", "H", "C", "H", "B", "H", "C", "H"], "positions_angstrom": [[-2.954, -1.581, -1.068], [4.408, 6.862, -3.068], [4.817, -1.705, 1.406], [0.106, -3.778, 1.863], [-4.472, -1.250, 5.309], [0.983, -3.180, 2.113], [-2.598, -4.938, 3.992], [-1.860, -0.096, -4.230], [-3.389, -4.270, 4.332], [-2.355, -3.701, 1.874], [4.812, 0.689, 1.175], [3.455, 0.446, -2.123], [1.862, 5.448, -0.831], [5.567, -1.722, 2.203], [2.674, -1.837, 1.182], [-4.466, 2.121, 7.416], [-2.878, 0.863, 5.975], [-3.503, -5.338, 2.093], [2.731, 3.927, -0.910], [5.734, 0.964, 2.349], [0.406, -1.787, -5.577], [3.190, 7.975, -1.213], [2.547, 0.238, -2.664], [-2.261, 1.243, -5.856], [0.492, -1.001, -6.119], [-1.786, -5.680, 2.129], [3.321, -2.719, 2.579], [-3.904, 0.447, 4.068], [-1.485, 2.309, -3.115], [-4.515, -2.334, 5.202], [-0.160, 0.064, -2.930], [2.668, 7.676, -2.122], [-2.775, 0.331, 7.641], [-1.164, -3.023, 2.224], [-0.573, 0.762, -5.736], [-5.392, 1.152, 6.272], [3.501, -1.552, -3.304], [2.831, -0.650, -4.617], [-2.578, -1.352, -4.759], [-1.902, -1.398, -1.195], [0.130, -4.001, 0.793], [5.012, -0.579, 0.570], [-1.433, -1.729, -2.589], [2.908, 6.260, -3.742], [-3.297, 1.309, -0.358], [3.173, -0.963, 2.629], [5.000, 1.427, 0.394], [3.578, 5.391, -1.985], [-2.535, 0.283, -3.464], [-4.620, -0.902, 3.187], [3.403, 6.534, -2.804], [-1.169, -2.759, 3.286], [-1.113, 2.271, -4.404], [1.777, 0.007, -1.936], [1.476, 4.279, -2.612], [5.580, 0.258, 3.165], [-5.224, 0.608, 7.938], [-0.512, 0.463, -0.586], [-1.661, -4.586, 4.425], [2.398, 4.776, -1.511], [1.105, 5.087, -3.242], [0.612, 3.774, -2.177], [0.184, -4.725, 2.395], [-0.510, 3.191, -4.873], [-2.413, -3.261, -3.753], [5.011, -2.575, 0.778], [-1.455, 1.021, -5.172], [-2.956, -1.012, 3.792], [-3.565, -1.025, -5.062], [-4.703, 1.100, 7.116], [-3.639, -1.010, 6.424], [-2.560, -2.231, -3.478], [3.415, -1.809, 1.985], [-2.549, -4.975, 2.476], [-2.790, -5.936, 4.385], [1.516, -1.858, -3.485], [3.762, 0.808, 1.468], [-1.609, 0.036, -0.751], [2.190, 1.113, -3.192], [2.645, -0.967, -3.595], [-0.849, -2.546, -2.444], [-1.413, -2.055, -0.489], [-3.430, 0.348, 6.771], [5.557, 1.966, 2.740], [-1.190, -2.081, 1.669], [6.777, 0.889, 2.039], [-5.495, -0.917, 5.514], [2.005, 3.576, -3.258], [-2.124, -1.874, -5.585], [-3.959, -0.642, 4.014], [2.606, 8.535, -2.790], [0.449, -1.492, -4.238], [1.650, 7.399, -1.843], [-0.732, -0.714, -3.424], [-3.547, -2.108, -3.067]], "lowdin_charge": [0.101, 0.119, -0.276, -0.060, -0.278, 0.053, -0.061, -0.263, 0.068, -0.175, -0.286, 0.083, 0.109, 0.111, 0.067, 0.079, 0.105, 0.119, 0.113, -0.074, 0.208, 0.083, -0.028, 0.151, 0.113, 0.108, 0.077, 0.066, 0.076, 0.104, 0.131, -0.077, 0.119, -0.292, 0.127, 0.065, 0.125, 0.125, -0.074, -0.082, 0.078, -0.168, 0.007, 0.107, 0.931, 0.071, 0.115, -0.157, 0.128, 0.076, -0.278, 0.110, -0.426, 0.066, -0.087, 0.067, 0.084, 0.035, 0.073, -0.278, 0.071, 0.066, 0.077, 0.178, 0.142, 0.119, -0.002, 0.065, 0.130, -0.077, -0.155, -0.032, -0.087, -0.268, 0.085, 0.084, 0.104, -0.818, 0.067, -0.177, 0.181, 0.122, -0.279, 0.080, 0.097, 0.085, 0.110, 0.069, 0.117, -0.075, 0.079, -0.587, 0.065, -0.104, 0.132], "charge": 1, "orbital_gap_ev": 7.762, "homo_energy_ev": -11.222}

no.,calculated total energy (eV)
1,-92999.05063
2,-88114.23898
3,-100927.21223
4,-57244.09811